A 10-piece molecular cluster, C37H73F5N2O28P3 overall. Source: OMol25; level of theory: ωB97M-V/def2-TZVPD.

The LUMO energy (alpha / beta) is -4.42 / -10.00 eV. Its spin multiplicity is 2. As for the HOMO energy (alpha / beta): -13.4 / -13.4 eV. As for the charge: +2. The value obtained for the total energy is -5192.76019 hartree.

Bonds (Å) are listed after each position.
CARTESIAN COORDINATES (ANGSTROEM)
1 C -3.62548 0.25165 3.11006  C2 1.617, H11 1.090, H12 1.090, H13 1.090
2 C -2.03116 0.24473 2.83869  C1 1.617, C3 1.454, H14 1.090, H15 1.090
3 C -1.59167 0.25967 1.45287  C2 1.454, C4 1.530, H16 1.090, H17 1.090
4 C -0.08505 0.50467 1.35384  C3 1.530, N5 1.522, H18 1.090, H19 1.090
5 N 0.34827 0.60834 -0.10190  C4 1.522, C6 1.576, C9 1.581, C10 1.531
6 C 1.87647 0.97971 0.00409  N5 1.576, C7 1.501, H20 1.090, H21 1.090
7 C 2.09637 1.88476 -1.17355  C6 1.501, C8 1.524, H22 1.090, H23 1.090
8 C 0.74205 2.42703 -1.61309  C7 1.524, C9 1.511, H24 1.090, H25 1.090
9 C -0.34706 1.88856 -0.71519  N5 1.581, C8 1.511, H26 1.090, H27 1.090
10 C 0.18231 -0.69644 -0.88556  N5 1.531, H28 1.090, H29 1.090, H30 1.090
11 H -4.27451 0.96853 2.60714  C1 1.090
12 H -3.71596 0.47043 4.17404  C1 1.090
13 H -4.24504 -0.62786 2.93487  C1 1.090
14 H -1.74357 -0.73852 3.21102  C2 1.090
15 H -1.47851 0.99718 3.40126  C2 1.090
16 H -2.28983 0.83412 0.84403  C3 1.090
17 H -1.87971 -0.68042 0.98239  C3 1.090
18 H 0.40725 -0.42455 1.64068  C4 1.090
19 H 0.25883 1.33450 1.97129  C4 1.090
20 H 2.45818 0.05792 0.00915  C6 1.090
21 H 2.09683 1.59948 0.87323  C6 1.090
22 H 2.72777 1.53441 -1.99006  C7 1.090
23 H 2.71125 2.76640 -0.99255  C7 1.090
24 H 0.52469 2.23820 -2.66438  C8 1.090
25 H 0.65975 3.50826 -1.72391  C8 1.090
26 H -1.20957 1.40224 -1.17091  C9 1.090
27 H -0.71047 2.63890 -0.01302  C9 1.090
28 H -0.90549 -0.76029 -0.91218  C10 1.090
29 H 0.67867 -1.46936 -0.29875  C10 1.090
30 H 0.62292 -0.62586 -1.88003  C10 1.090
31 C -8.02558 -0.22555 0.81665  C32 1.483, H37 1.090, H38 1.090, H39 1.090
32 C -8.24250 -1.28396 1.83272  C31 1.483, C33 1.557, N36 1.468, H40 1.090
33 C -7.07356 -1.94615 2.61979  C32 1.557, O34 1.427, H41 1.090, H42 1.090
34 O -7.35001 -3.00888 3.53072  C33 1.427, C35 1.371
35 C -6.32833 -3.24488 4.41387  O34 1.371, H43 1.090, H44 1.090, H45 1.090
36 N -9.27906 -0.80338 2.75384  C32 1.468, H46 1.010, H47 1.010
37 H -9.01152 -0.00550 0.40728  C31 1.090
38 H -7.39394 -0.65377 0.03835  C31 1.090
39 H -7.55466 0.65266 1.25832  C31 1.090
40 H -8.78013 -2.10965 1.36661  C32 1.090
41 H -6.64146 -1.15437 3.23172  C33 1.090
42 H -6.26908 -2.32040 1.98665  C33 1.090
43 H -5.41620 -3.48115 3.86586  C35 1.090
44 H -6.66014 -3.97549 5.15156  C35 1.090
45 H -6.07324 -2.40368 5.05839  C35 1.090
46 H -10.13299 -0.56846 2.26834  N36 1.010
47 H -9.46859 -1.54709 3.41041  N36 1.010
48 C 4.25837 -4.32474 2.32186  O49 1.426, H56 1.090, H57 1.090, H58 1.090
49 O 3.09125 -4.02168 3.08362  C48 1.426, P50 1.626
50 P 2.53716 -2.49701 3.19235  O49 1.626, O51 1.488, O52 1.680, O54 1.675
51 O 2.60734 -1.86758 1.84605  P50 1.488
52 O 0.95444 -2.58150 3.74985  P50 1.680, C53 1.372
53 C 0.10873 -3.53346 3.23984  O52 1.372, H59 1.090, H60 1.090, H61 1.090
54 O 3.47732 -1.67193 4.30578  P50 1.675, C55 1.443
55 C 3.68275 -2.30872 5.58472  O54 1.443, H62 1.090, H63 1.090, H64 1.090
56 H 3.95320 -5.26273 1.85802  C48 1.090
57 H 5.08766 -4.60528 2.97124  C48 1.090
58 H 4.69997 -3.75061 1.50733  C48 1.090
59 H 0.52286 -4.30970 2.59638  C53 1.090
60 H -0.83480 -3.13961 2.86203  C53 1.090
61 H -0.16751 -4.09323 4.13340  C53 1.090
62 H 2.77539 -2.88380 5.76934  C55 1.090
63 H 3.66722 -1.52053 6.33745  C55 1.090
64 H 4.52795 -2.99683 5.56945  C55 1.090
65 C 4.26147 4.61598 3.40289  O66 1.487, H73 1.090, H74 1.090, H75 1.090
66 O 4.32911 3.32337 2.67086  C65 1.487, P67 1.615
67 P 5.61626 2.78722 1.85629  O66 1.615, O68 1.451, O69 1.657, O71 1.680
68 O 6.86545 3.02265 2.55682  P67 1.451
69 O 5.27391 1.24499 1.35733  P67 1.657, C70 1.426
70 C 5.56216 0.28223 2.36890  O69 1.426, H76 1.090, H77 1.090, H78 1.090
71 O 5.43687 3.65159 0.42716  P67 1.680, C72 1.416
72 C 6.06276 3.25729 -0.77982  O71 1.416, H79 1.090, H80 1.090, H81 1.090
73 H 5.26741 4.92234 3.68982  C65 1.090
74 H 3.76008 4.49565 4.36321  C65 1.090
75 H 3.72537 5.46041 2.96972  C65 1.090
76 H 6.60611 0.00895 2.52247  C70 1.090
77 H 5.12399 -0.61018 1.92202  C70 1.090
78 H 5.03350 0.60250 3.26670  C70 1.090
79 H 6.77253 3.96553 -1.20726  C72 1.090
80 H 5.21414 3.21454 -1.46256  C72 1.090
81 H 6.60289 2.31572 -0.68070  C72 1.090
82 C -5.13371 1.79676 -0.84021  O83 1.517, H90 1.090, H91 1.090, H92 1.090
83 O -4.09035 2.89141 -0.96613  C82 1.517, P84 1.535
84 P -4.10367 3.84055 -2.17302  O83 1.535, O85 1.474, O86 1.663, O88 1.644
85 O -5.37805 4.57547 -2.26648  P84 1.474
86 O -2.77151 4.78801 -1.86820  P84 1.663, C87 1.381
87 C -2.88384 6.16238 -1.95128  O86 1.381, H93 1.090, H94 1.090, H95 1.090
88 O -3.77345 2.95001 -3.51443  P84 1.644, C89 1.416
89 C -4.18284 3.49978 -4.75397  O88 1.416, H96 1.090, H97 1.090, H98 1.090
90 H -5.95642 2.28493 -0.31775  C82 1.090
91 H -4.60750 0.97768 -0.35002  C82 1.090
92 H -5.43762 1.38098 -1.80087  C82 1.090
93 H -3.75839 6.40082 -2.55661  C87 1.090
94 H -1.98273 6.39973 -2.51675  C87 1.090
95 H -2.94123 6.85968 -1.11548  C87 1.090
96 H -5.01970 2.85089 -5.01222  C89 1.090
97 H -3.41260 3.59771 -5.51898  C89 1.090
98 H -4.50070 4.54213 -4.77811  C89 1.090
99 C 3.01165 -5.44567 -1.85678  C100 1.514, O104 1.474, H106 1.090, H107 1.090
100 C 3.51902 -4.22915 -1.11130  C99 1.514, O101 1.429, F105 1.348, H108 1.090
101 O 2.33180 -3.65852 -0.55752  C100 1.429, C102 1.397
102 C 1.33584 -4.63080 -0.43752  O101 1.397, O103 1.236, O104 1.357
103 O 0.31104 -4.38150 0.20725  C102 1.236
104 O 1.73522 -5.70371 -1.16537  C99 1.474, C102 1.357
105 F 4.05831 -3.41192 -2.03725  C100 1.348
106 H 3.70794 -6.27876 -1.76072  C99 1.090
107 H 2.92049 -5.04767 -2.86741  C99 1.090
108 H 4.19996 -4.40721 -0.27900  C100 1.090
109 C -3.26396 -4.83363 2.86198  C110 1.629, O114 1.434, H116 1.090, H117 1.090
110 C -2.73879 -5.36358 1.41444  C109 1.629, O111 1.414, F115 1.277, H118 1.090
111 O -3.52473 -4.50494 0.61183  C110 1.414, C112 1.420
112 C -3.65465 -3.25619 1.27523  O111 1.420, O113 1.230, O114 1.371
113 O -4.16760 -2.23294 0.82589  C112 1.230
114 O -3.31640 -3.42639 2.59317  C109 1.434, C112 1.371
115 F -3.21882 -6.52038 1.16766  C110 1.277
116 H -2.68997 -5.04247 3.76477  C109 1.090
117 H -4.29034 -5.12631 3.08332  C109 1.090
118 H -1.65706 -5.32473 1.28613  C110 1.090
119 C 2.24150 7.16942 -0.79426  C120 1.571, O124 1.411, H126 1.090, H127 1.090
120 C 2.87112 5.79124 -0.37767  C119 1.571, O121 1.397, F125 1.345, H128 1.090
121 O 3.26143 5.37513 -1.65334  C120 1.397, C122 1.310
122 C 2.43615 5.86808 -2.54374  O121 1.310, O123 1.228, O124 1.317
123 O 2.35076 5.40780 -3.67955  C122 1.228
124 O 1.73333 6.87919 -2.07801  C119 1.411, C122 1.317
125 F 1.88778 5.01914 0.11713  C120 1.345
126 H 3.13778 7.74246 -1.03182  C119 1.090
127 H 1.58315 7.62207 -0.05280  C119 1.090
128 H 3.64484 5.84820 0.38798  C120 1.090
129 C 4.60000 0.06500 -4.84976  C130 1.529, O134 1.478, H136 1.090, H137 1.090
130 C 4.41744 -1.08708 -3.86068  C129 1.529, O131 1.442, F135 1.353, H138 1.090
131 O 5.55852 -1.11146 -2.97864  C130 1.442, C132 1.296
132 C 6.30584 -0.09206 -3.26272  O131 1.296, O133 1.200, O134 1.335
133 O 7.38774 0.08413 -2.77478  C132 1.200
134 O 5.74266 0.70937 -4.16969  C129 1.478, C132 1.335
135 F 4.27322 -2.22705 -4.57513  C130 1.353
136 H 3.72181 0.70112 -4.96037  C129 1.090
137 H 5.08353 -0.30898 -5.75222  C129 1.090
138 H 3.54907 -0.87392 -3.23729  C130 1.090
139 C -0.08498 -2.23936 -6.88880  C140 1.532, O144 1.395, H146 1.090, H147 1.090
140 C 1.33181 -2.21726 -6.30608  C139 1.532, O141 1.413, F145 1.323, H148 1.090
141 O 1.07796 -1.69563 -5.01770  C140 1.413, C142 1.346
142 C 0.01226 -0.87762 -5.10310  O141 1.346, O143 1.216, O144 1.361
143 O -0.21694 0.04760 -4.34789  C142 1.216
144 O -0.64830 -1.12453 -6.26658  C139 1.395, C142 1.361
145 F 2.01124 -1.40783 -7.10128  C140 1.323
146 H -0.67972 -3.14279 -6.75390  C139 1.090
147 H -0.06703 -2.17495 -7.97674  C139 1.090
148 H 1.78056 -3.21041 -6.28614  C140 1.090

=====

A 2-piece molecular cluster, C5H2ClN2O2 overall. Source: OMol25; level of theory: ωB97M-V/def2-TZVPD.

The relative energy (zero: lowest compared OMol25 entry of this formula, charge and spin) comes out at 0.0 kcal per mole. The LUMO energy is -5.75 eV. As for the HOMO energy: -14.8 eV. As for the charge: +1. The value obtained for the total energy is -911.27840 hartree.

Bonds (Å) are listed after each position.
CARTESIAN COORDINATES (ANGSTROEM)
1 C -0.16735 2.69333 -0.43366  C2 1.198, N6 1.316
2 C 0.90529 3.22074 -0.51542  C1 1.198, H11 1.052
3 C 1.32069 -3.28430 0.62507  C4 1.191, H12 1.059
4 C 0.93737 -2.26165 0.14993  C3 1.191, N7 1.397
5 C -1.57433 0.87568 0.18176  N6 1.165, Cl10 1.623
6 N -1.19917 1.92171 -0.16768  C1 1.316, C5 1.165
7 N -0.03740 -1.35598 -0.27453  C4 1.397, O8 1.245, O9 1.204
8 O -0.15159 -0.48610 0.60832  N7 1.245
9 O -0.50541 -1.31715 -1.38352  N7 1.204
10 Cl -2.86873 0.02726 0.67035  C5 1.623
11 H 1.53834 4.05838 -0.57365  C2 1.052
12 H 1.80228 -4.09192 1.11303  C3 1.059

=====

F_max across the listed records, respectively: 5.411 2.307 eV/A.